Computed, not measured: an isolated molecule of C4H4N2O2 at a distorted geometry, with ωB97M-V with the def2-TZVPD basis set.

Structure (XYZ):
```
12
Properties=species:S:1:pos:R:3
O -2.24469 -0.87719 0.05138
N -2.22136 0.50455 0.27326
C -1.04822 0.92818 -0.14742
C 0.21718 0.31017 -0.25354
C 1.26154 1.17536 -0.00972
C 2.26639 0.09675 0.05242
N 1.84372 -1.08781 0.14614
O 0.51169 -0.90789 -0.21565
H -3.24668 -1.12889 -0.12526
H -1.05524 1.88727 -0.11830
H 1.20833 2.39545 0.10739
H 3.41974 0.14686 0.66407
```

Calculated values
Electronic energy in hartree: -414.59164
Molar mass in g mol⁻¹: 112.09
Highest occupied orbital energy in eV: -9.3
ΔE to the lowest compared entry with this formula, charge and spin in kJ/mol: 668.30
Structure (SMILES): O/N=C\c1ccno1
Total charge: 0

Charge distribution, Löwdin scheme, values in e: -0.110, 0.039, -0.083, -0.386, 0.029, -0.199, 0.093, 0.039, 0.159, 0.046, 0.181, 0.191